2 unconnected molecules or ions with the total composition C7H16NO4P at a distorted geometry, computed with the ωB97M-V functional and the def2-TZVPD basis.

Output
energy	-26482.53981	eV
HOMO-LUMO gap (alpha / beta)	6.35 / 8.37	eV
charge	0
lowest unoccupied orbital energy (alpha / beta)	-0.0536 / -0.0348	Eh
energy above the lowest of the compared OMol25 structures with the same formula, charge and spin	610.18	kJ/mol

Each line ends with the natural charge from an NBO analysis.
CARTESIAN COORDINATES (ANGSTROEM)
C 1.4714 1.1276 -0.4448  0.5311
C -2.0551 2.1953 -0.2898  -0.6397
C -3.0266 -0.3707 -0.2820  -0.6198
C 0.9531 -2.8744 -0.8417  -0.4243
C 0.7194 -1.5302 1.1795  -0.4260
C 3.4722 1.6679 0.7597  -0.2702
C -2.3745 0.8541 0.4444  0.0536
N 0.6177 -1.6274 -0.2506  -0.7591
O 1.2661 2.2249 -0.8385  -0.5633
O 0.1355 -0.4615 -2.4488  -1.0304
O 2.4386 0.7236 0.3807  -0.5149
O -1.3604 0.4878 1.2402  -0.5053
P 0.2566 -0.2178 -1.0595  1.7756
H -1.2535 1.9969 -1.1742  0.2092
H -3.0416 2.5518 -0.7534  0.2090
H -1.5528 2.9673 0.3672  0.2368
H -3.6373 0.0528 -1.0977  0.2221
H -3.6465 -0.9610 0.3858  0.2144
H -2.1651 -0.9696 -0.4172  0.2136
H 2.0167 -3.1206 -0.7152  0.1956
H 0.4328 -3.8306 -0.4451  0.1926
H 0.5182 -2.7862 -1.9115  0.2385
H 0.1844 -0.6413 1.3868  0.2526
H 0.1256 -2.2831 1.5020  0.1856
H 1.6218 -1.7235 1.6431  0.1909
H 3.3613 2.4858 0.0776  0.2140
H 4.5285 1.0862 0.7664  0.2020
H 3.3313 1.9595 1.7953  0.1981
H -3.3376 1.0164 1.0414  0.2178